Formula: C20H60F6O10P
Source: the Open Molecules 2025 dataset
Level of theory: the ωB97M-V functional and the def2-TZVPD basis

The geometry in XYZ format:
```
97
Properties=species:S:1:pos:R:3:forces:R:3
P 0.33669 -0.16152 -0.20404 -1.05 -1.57 1.17
F -1.11631 -0.89813 -0.31780 0.26 0.46 0.01
F -0.56358 1.20330 0.08833 1.46 -0.10 0.42
F 0.41862 -0.66309 1.34397 0.01 1.64 -0.39
F 1.00102 -1.57948 -0.57464 1.21 0.60 -0.31
F 1.72719 0.74308 -0.04473 -1.46 -1.27 -0.47
F 0.27995 0.12717 -1.81133 0.48 1.21 0.02
O -2.52053 -2.92143 -1.39415 -0.69 -0.57 0.22
O 1.66205 3.70638 -3.34648 -0.94 0.30 0.76
O 1.11005 0.97050 3.64518 0.53 0.35 0.72
O 2.29026 -5.96522 1.01575 0.36 -0.22 -0.20
O 0.60853 3.91170 4.56874 0.07 -0.94 1.87
O -2.54080 1.44690 -1.61983 -0.33 1.02 -1.03
O 3.58806 -1.50472 1.57365 -0.45 -0.52 -0.34
O -4.06243 -3.84736 3.95330 -1.18 0.15 -0.09
O 2.50007 0.92978 -3.69807 -0.99 1.11 -0.33
O -0.87324 -1.73999 -3.37727 0.07 -0.41 -0.64
C 0.47459 -4.40762 0.88675 0.42 -0.74 -0.24
C -0.77090 3.75075 2.60968 -0.31 -0.96 -0.28
C 3.73221 -0.73359 -2.56696 0.50 -0.55 -0.34
C 3.88807 -0.22450 2.05006 0.15 0.28 0.77
C -3.50640 2.46192 -1.26984 0.19 -1.26 0.09
C -4.30637 1.88800 -0.09983 -0.38 0.94 0.28
C -0.03277 0.44688 4.28183 -0.90 0.27 0.54
C 1.60764 4.82443 2.64008 -0.02 0.67 0.03
C 0.40763 3.65579 -2.75519 0.19 2.21 0.05
C 3.65845 0.13314 -3.79526 1.55 -0.23 -0.36
C -0.54221 3.06025 -3.83673 0.30 -1.01 -0.50
C 0.89294 -6.14083 -0.98985 0.05 0.34 0.56
C -2.92833 -2.64442 2.15696 0.69 -1.48 1.80
C -2.78431 -3.38411 3.58757 0.17 -0.28 -0.63
C -1.84465 -4.63118 3.73585 0.26 0.75 -0.62
C 0.29276 4.53035 3.38891 -0.59 0.50 -1.19
C -4.34723 2.81598 -2.47662 -0.69 -0.25 0.48
C 1.50413 -5.23683 0.09484 -0.84 0.59 -0.76
C 0.09495 5.02261 -2.22348 -0.73 0.80 -0.52
C 3.79150 -0.66703 -5.07462 -0.79 0.46 -0.47
H -2.47698 -2.65738 4.33957 0.27 0.39 -0.10
H 0.26211 -6.92557 -0.57233 -0.01 -0.02 0.02
H -2.18506 -5.46258 3.11860 0.08 0.21 -0.35
H 0.80866 5.39445 -1.48832 0.01 -0.31 0.03
H 0.83585 2.98971 4.42780 0.25 -0.41 -0.27
H -1.21517 4.19227 1.71761 0.57 0.49 -0.21
H 0.95116 0.89979 2.70108 0.01 -0.18 -0.13
H -5.01077 1.11089 -0.39649 0.34 -0.18 -0.05
H -4.94887 1.97514 -2.82177 0.30 -0.30 -0.03
H -3.69004 -1.86491 2.14014 0.03 -0.05 0.50
H 2.90076 -1.27719 -5.22425 0.35 -0.51 -0.16
H -2.98916 3.35622 -0.92228 0.21 0.19 0.06
H -0.02274 0.40545 5.37099 1.43 -0.33 0.16
H -4.89228 2.68210 0.36299 -0.25 0.19 -0.08
H 1.98060 0.53849 -2.99194 -0.43 -0.11 0.13
H -0.38066 -1.26503 -2.70794 0.05 0.04 0.18
H 1.82696 2.79455 -3.59743 1.24 -1.82 -0.75
H 0.98257 -3.78316 1.62167 0.14 0.15 -0.07
H 4.52133 0.78091 -3.94993 0.08 0.57 1.05
H 3.03886 0.45466 1.97467 0.18 0.14 -0.36
H 4.75932 -1.16839 -5.08251 -0.33 -0.55 0.25
H -0.14433 -3.77446 0.25104 -0.15 -0.20 0.06
H 0.29259 -5.50473 -1.64026 -0.18 -0.04 0.02
H 4.49721 -1.48747 -2.75280 0.24 0.10 0.44
H -0.25456 5.40656 3.73649 0.55 0.72 -0.37
H -5.09994 3.51868 -2.11923 0.11 0.43 -0.28
H 2.13199 -4.56090 -0.48568 0.35 0.31 0.12
H -0.28548 2.01882 -4.03069 0.11 -0.10 0.12
H 4.77972 0.12604 1.53027 0.03 0.56 0.15
H -1.95297 -2.20253 1.95327 -0.05 -0.04 -0.36
H -0.09237 -5.14422 1.45602 -0.44 0.20 -0.10
H 2.92421 -5.31599 1.32915 0.20 -0.19 0.37
H -3.21480 -3.37684 1.40225 0.27 -0.01 -0.08
H -0.79490 -4.40380 3.55028 -0.02 0.06 -0.44
H -0.41806 2.75852 2.32842 0.31 -0.03 -0.22
H 3.10621 -1.34948 0.75799 -0.18 -0.44 -0.16
H -3.78855 3.20906 -3.32601 0.04 0.15 0.15
H 3.91729 -0.18003 -1.64642 0.01 -0.06 -0.04
H -1.79738 1.55025 -1.02129 0.10 -0.40 0.29
H -0.91774 5.08089 -1.82456 0.10 -0.27 0.24
H -3.64114 1.57151 0.70355 0.08 -0.39 -0.24
H -0.39481 3.58595 -4.78014 -0.23 0.30 0.22
H 2.81514 -1.31727 -2.48690 -0.26 0.08 0.15
H -4.01503 -4.18550 4.85052 -0.01 -0.07 0.04
H 4.06220 -0.28745 3.12422 0.34 -0.11 -0.04
H 2.35763 5.20321 3.33443 -0.22 0.03 0.34
H 3.88641 0.01771 -5.91736 -0.36 0.14 -0.11
H -2.07228 -2.84538 -2.23649 0.33 0.05 -0.21
H -1.80847 -5.04858 4.74211 -0.52 0.40 0.38
H -0.25560 -0.55275 3.90875 -0.45 0.21 -0.09
H 1.53627 5.61331 1.89128 -0.29 -0.12 -0.31
H -1.64123 -1.19329 -3.54326 -0.25 0.22 -0.01
H -0.83094 1.18867 4.25422 -0.71 -0.29 -1.04
H 0.08910 5.72963 -3.05305 0.15 0.12 -0.15
H 2.09102 3.94938 2.20567 -0.42 -0.28 -0.15
H -1.66217 3.52476 3.19506 0.14 0.26 0.61
H 0.42702 3.03444 -1.85984 0.05 -1.40 0.23
H -2.10951 -2.25576 -0.84262 0.05 0.03 0.03
H 1.66854 -6.58113 -1.61649 0.08 -0.13 0.18
H -1.57404 3.03190 -3.48655 0.03 0.33 0.37
```
Forces are in eV/Å.

- E_HOMO (spin up / spin down): -9.37 / -9.37 eV
- Molecular weight: 605.7 g/mol
- Multiplicity: 2
- F_max: 0.0472 Eh/bohr
- LUMO energy (spin up / spin down): -0.24 / -6.89 eV

***

Formula: C6H5FN2O
Source: the Open Molecules 2025 dataset
Level of theory: the ωB97M-V functional and the def2-TZVPD basis

The geometry in XYZ format:
```
15
Properties=species:S:1:pos:R:3:forces:R:3
F 3.04230 -2.80406 -1.39755 0.39 0.57 -0.81
O 1.86324 -1.49036 1.55575 -0.03 1.60 1.12
N 1.51422 0.70542 2.37406 0.03 2.48 1.64
N 0.24477 -0.14897 0.74408 -0.97 3.06 0.48
C -0.14293 1.14659 0.92687 -2.28 0.71 -1.10
C 1.33352 -0.36225 1.64444 -0.48 -4.06 -2.10
C 1.02290 -1.35589 -1.31602 -0.77 0.59 0.98
C 2.00759 -2.14812 -1.00617 -1.30 -0.94 1.65
C 0.59002 1.63886 2.02285 2.17 -1.14 -0.27
C -0.19404 -1.02600 -0.25786 -0.53 -1.04 -3.80
H -0.65123 -1.95516 0.12646 0.73 0.34 0.09
H -1.07433 -0.56731 -0.91174 2.01 -0.54 1.50
H -0.99887 1.69783 0.30333 2.17 -1.60 1.49
H 1.09259 -0.71078 -2.17238 -0.35 0.21 -0.60
H 0.73730 2.62646 2.45940 -0.78 -0.25 -0.28
```
Forces are in eV/Å.

- E_HOMO (spin up / spin down): -8.67 / -8.30 eV
- Molecular weight: 140.1 g/mol
- Relative energy (zero: lowest compared OMol25 entry of this formula, charge and spin): 97.7 kcal per mole
- F_max: 0.0893 Eh/bohr
- LUMO energy (spin up / spin down): 0.22 / -1.86 eV